{"formula": "C7H8N3O2", "method": "ωB97M-V with the def2-TZVPD basis set", "multiplicity": 3, "mol_weight_g_mol": 166.2, "energy_ev": -15950.359, "s2": 2.0169, "orbital_gap_ev": [5.454, 6.948], "e_above_lowest_ev": 1.073, "total_charge": -1, "e_lumo_ev": [3.4, 2.0], "species": ["C", "C", "C", "C", "C", "C", "C", "N", "N", "N", "O", "O", "H", "H", "H", "H", "H", "H", "H", "H"], "coordinates": [[-0.07901, 2.12228, 0.70482], [1.63207, -0.14885, -0.27906], [3.19139, -0.45905, 0.07233], [-0.17380, 0.86236, 1.16771], [-0.65511, -0.38241, -0.77240], [-1.11868, 0.73221, -1.81299], [-1.27272, -1.22225, 1.32777], [-0.13018, 3.19641, 0.26472], [0.73390, -0.70954, -0.86347], [-1.02851, -0.03363, 0.54769], [3.10681, -1.54969, 0.64122], [4.08274, 0.25945, -0.28257], [0.55340, 0.50317, 1.91615], [-1.22975, -1.36238, -1.05865], [-0.83328, 1.63095, -1.45950], [-2.12149, 0.64610, -1.98038], [-0.56220, 0.64018, -2.78048], [-0.35561, -1.58180, 1.66660], [-1.88879, -1.08658, 2.22582], [-1.85116, -2.05697, 0.75466]]}